1.
C3H6N2O | ωB97M-V with the def2-TZVPD basis set

Computed properties:
ΔE to the lowest compared entry with this formula, charge and spin: 26.5 kcal/mol

Structure (ORCA input):
```
! RIJCOSX wB97M-V def2-TZVPD def2/J DEFGRID3
* xyz 0 1
O -0.087 2.818 1.028
C -0.060 1.724 0.492
N -1.102 1.028 -0.097
C -0.672 -0.199 -0.596
C 0.645 -0.294 -0.333
N 1.020 0.875 0.323
H -2.030 1.412 -0.150
H -1.338 -0.889 -1.089
H 1.348 -1.079 -0.565
H 1.929 1.093 0.696
H 0.185 -3.532 -0.090
H 0.163 -2.958 0.382
*
```

***

2.
C27H32F13N2O4S3 | ωB97M-V with the def2-TZVPD basis set

Structure (ORCA input):
```
! RIJCOSX wB97M-V def2-TZVPD def2/J DEFGRID3
* xyz 1 1
C 2.376 -0.621 2.771
C 1.673 0.279 2.473
C 1.062 1.399 1.773
C 0.193 0.896 0.652
C -1.185 1.024 0.754
C -2.010 0.549 -0.251
C -3.506 0.620 -0.224
C -4.128 1.800 0.550
C -5.453 1.389 1.182
S -6.735 1.343 -0.092
C -7.703 -0.072 0.394
S -7.940 -0.354 1.981
N -8.248 -0.758 -0.672
C -7.299 -1.227 -1.683
C -6.537 -2.499 -1.238
O -6.931 -2.950 0.035
C -8.332 -3.136 0.079
C -9.117 -1.861 -0.288
C -1.398 -0.065 -1.345
C -0.029 -0.189 -1.432
C 0.566 -0.911 -2.609
O 1.165 -2.157 -2.266
O 0.232 -2.865 -1.455
N 0.751 0.321 -0.437
C 2.219 0.238 -0.563
C 2.780 1.305 -1.503
C 4.295 1.249 -1.645
F 4.631 2.181 -2.555
F 4.847 1.589 -0.460
C 4.859 -0.121 -2.180
F 3.860 -0.744 -2.840
F 5.822 0.137 -3.078
C 5.500 -1.013 -1.093
F 6.631 -0.384 -0.707
F 4.692 -1.078 -0.011
C 5.921 -2.432 -1.541
F 4.924 -3.021 -2.236
F 6.971 -2.315 -2.363
C 6.261 -3.412 -0.376
F 6.623 -4.557 -0.993
F 5.167 -3.667 0.351
C 7.448 -3.025 0.542
F 7.081 -2.065 1.395
F 8.503 -2.646 -0.161
F 7.766 -4.114 1.257
H 2.910 -1.476 3.097
H 1.802 2.125 1.450
H 0.428 1.906 2.491
H -1.614 1.496 1.616
H -3.898 -0.318 0.167
H -3.842 0.664 -1.256
H -4.321 2.597 -0.163
H -3.462 2.169 1.317
H -5.378 0.404 1.629
H -5.738 2.091 1.956
H -7.876 -1.480 -2.571
H -6.625 -0.445 -1.994
H -5.477 -2.276 -1.183
H -6.727 -3.296 -1.960
H -8.585 -3.944 -0.614
H -8.593 -3.471 1.075
H -9.808 -1.570 0.487
H -9.732 -2.097 -1.156
H -2.011 -0.456 -2.138
H 1.319 -0.348 -3.144
H -0.235 -1.116 -3.313
H 0.670 -2.927 -0.594
H 2.451 -0.768 -0.889
H 2.701 0.356 0.394
H 2.301 1.353 -2.471
H 2.596 2.266 -1.025
C 4.296 4.069 1.953
S 4.002 3.828 3.710
O 2.718 3.081 3.841
C 3.649 5.547 4.083
H 4.500 3.095 1.510
H 3.413 4.513 1.490
H 5.161 4.716 1.814
H 2.808 5.889 3.480
H 4.534 6.150 3.882
H 3.395 5.613 5.139
*
```

***

3.
C8H11N2O | ωB97M-V with the def2-TZVPD basis set

Computed properties:
ΔE to the lowest compared entry with this formula, charge and spin: 72.8 kcal/mol

Structure (ORCA input):
```
! RIJCOSX wB97M-V def2-TZVPD def2/J DEFGRID3
* xyz 1 1
C -1.871 0.349 -1.645
C -1.350 -1.044 -1.322
O -1.675 -2.062 -1.870
N -0.359 -1.276 -0.358
C -0.078 -2.638 0.019
N 0.307 -0.139 0.325
C -0.073 0.252 1.574
C 0.574 1.386 2.161
C 1.577 2.057 1.403
C 1.649 1.770 -0.014
C 1.086 0.602 -0.470
H -2.954 0.366 -1.224
H -1.897 0.500 -2.812
H -1.189 1.097 -1.142
H 0.952 -2.920 0.399
H -0.883 -2.977 0.762
H -0.310 -3.280 -0.864
H -0.920 -0.322 2.035
H 0.182 1.620 3.186
H 2.168 2.834 1.900
H 1.967 2.509 -0.792
H 1.075 0.284 -1.532
*
```

***

4.
C6H10O | ωB97M-V with the def2-TZVPD basis set

Computed properties:
ΔE to the lowest compared entry with this formula, charge and spin: 44.2 kcal/mol

Structure (ORCA input):
```
! RIJCOSX wB97M-V def2-TZVPD def2/J DEFGRID3
* xyz 0 1
C 0.472 2.338 -0.730
C 0.417 1.188 -0.379
C 0.330 -0.214 0.091
C 1.602 -0.968 -0.298
C 0.123 -0.235 1.610
O -0.730 -0.928 -0.541
C -1.917 -0.217 -0.826
H 0.511 3.358 -1.044
H 1.495 -2.018 -0.008
H 2.477 -0.542 0.201
H 1.746 -0.912 -1.380
H 0.963 0.239 2.128
H 0.040 -1.276 1.938
H -0.792 0.300 1.885
H -1.879 0.226 -1.830
H -2.743 -0.933 -0.785
H -2.113 0.585 -0.104
*
```

***

5.
C15H32CuNO5S | ωB97M-V with the def2-TZVPD basis set

Computed properties:
ΔE to the lowest compared entry with this formula, charge and spin: 6.1 kcal/mol

Structure (ORCA input):
```
! RIJCOSX wB97M-V def2-TZVPD def2/J DEFGRID3
* xyz -2 1
Cu 1.231 0.095 -0.686
C 0.219 -4.313 -0.929
C -0.407 -2.901 -1.034
C -1.891 -3.033 -1.427
C -2.761 -3.342 -0.196
C -2.546 -2.272 0.845
C -1.083 -2.154 1.341
N -0.246 -2.083 0.140
O 1.103 -1.851 0.493
C -0.759 -3.408 2.185
C -0.985 -0.861 2.135
C 0.225 -2.210 -2.251
H 1.253 -4.225 -0.614
H 0.052 -4.774 -1.909
H -0.409 -4.917 -0.265
H -2.059 -3.822 -2.168
H -2.295 -2.119 -1.867
H -2.578 -4.333 0.224
H -3.819 -3.293 -0.485
H -3.136 -2.528 1.738
H -2.827 -1.271 0.518
H -1.362 -4.287 1.959
H -1.029 -3.188 3.232
H 0.311 -3.612 2.233
H -1.387 -0.970 3.145
H -1.556 -0.051 1.674
H 0.059 -0.539 2.126
H 1.323 -2.184 -2.220
H 0.016 -1.134 -2.311
H 0.002 -2.653 -3.227
C 4.496 0.501 -0.161
O 3.467 0.006 -0.952
H 5.073 -0.391 0.149
H 5.182 1.155 -0.745
H 4.164 1.117 0.696
C -0.290 2.002 -3.017
O 0.886 1.772 -2.335
H -0.613 3.080 -3.032
H -0.233 1.682 -4.075
H -1.130 1.559 -2.436
C 0.039 5.150 -0.140
C 0.672 5.639 1.196
C 1.439 4.492 1.826
S 0.361 3.051 1.574
O -0.668 3.035 2.607
O 1.233 1.917 1.387
C -0.311 3.673 0.007
H 0.585 5.339 -1.062
H -0.837 5.803 -0.187
H -0.117 5.860 1.924
H 1.257 6.549 1.068
H 1.741 4.459 2.868
H 2.271 4.225 1.167
H -1.389 3.520 0.079
H 0.064 3.035 -0.803
*
```

***

Number 1: HOMO -8.2 eV, frontier orbital gap 9.10 eV, strongest force on any atom 0.28 eV/Å. Number 2: HOMO -10.2 eV, frontier orbital gap 6.32 eV, strongest force on any atom 2.17 eV/Å. Number 3: HOMO -13.7 eV, frontier orbital gap 8.60 eV, strongest force on any atom 3.27 eV/Å. Number 4: HOMO -9.7 eV, frontier orbital gap 10.74 eV, strongest force on any atom 0.49 eV/Å. Number 5: HOMO 0.8 eV, frontier orbital gap 3.61 eV, strongest force on any atom 2.26 eV/Å.